Formula: C6H13NO
Source: OMol25
Level of theory: ωB97M-V with the def2-TZVPD basis set

Energy in eV: -9968.58838

CARTESIAN COORDINATES (ANGSTROEM)
C  0.34519  -1.66403  -1.68095
C  -0.80088  -1.51622  -1.02594
N  -1.88314  -2.39933  -1.07659
C  -2.38635  -2.69201  -2.19307
H  0.47402  -2.51074  -2.34081
H  1.20007  -1.02377  -1.54734
H  -0.95536  -0.65242  -0.39012
H  -3.18671  -3.41673  -2.27127
H  -2.02087  -2.19142  -3.09635
C  1.00524  0.34273  2.59399
C  0.73029  1.12347  1.31667
C  1.35676  2.50517  1.31737
O  0.95740  3.20312  0.13503
H  0.59021  0.80855  3.48724
H  0.55784  -0.65049  2.52876
H  2.07991  0.19814  2.71509
H  -0.33534  1.26408  1.12972
H  1.16216  0.58136  0.47137
H  2.44516  2.43240  1.36511
H  1.02951  3.06495  2.20236
H  1.20295  4.12977  0.28994

Force components x, y, z for each atom (eV/Å):
C -0.15 -0.51 -0.12
C 0.19 0.64 -0.13
N -0.12 -0.31 0.27
C 0.31 0.43 -0.24
H 0.09 -0.15 0.01
H -0.08 0.30 0.05
H -0.01 -0.13 0.25
H -0.08 -0.07 0.07
H -0.14 -0.18 -0.15
C -0.11 -0.27 -0.20
C 0.26 0.33 -0.15
C -0.21 0.05 0.17
O 0.26 0.42 0.38
H 0.09 0.19 -0.01
H 0.03 -0.01 -0.02
H 0.00 0.06 0.17
H -0.06 -0.17 0.05
H -0.20 -0.06 -0.06
H 0.15 -0.06 -0.01
H -0.03 -0.07 0.03
H -0.18 -0.40 -0.35

***

Formula: C18H22FIrN3O3S
Source: OMol25
Level of theory: ωB97M-V with the def2-TZVPD basis set

Net charge: +2
Multiplicity: 2
Energy in eV: -46008.24319

CARTESIAN COORDINATES (ANGSTROEM)
Ir  -0.23281  0.64251  0.16375
N  0.32142  0.37947  2.40892
C  -0.78864  0.64413  3.32970
C  -2.01311  -0.21654  2.99692
C  -3.26794  0.58135  2.63741
C  -3.15962  1.42858  1.37117
N  -2.56121  0.67828  0.25791
H  0.58657  -0.61092  2.45717
H  1.13635  0.93021  2.67832
H  -1.04055  1.70734  3.27549
H  -0.46425  0.43824  4.35712
H  -2.27057  -0.84518  3.84671
H  -1.75897  -0.89683  2.18191
H  -3.53253  1.23984  3.46451
H  -4.08702  -0.12968  2.51639
H  -2.57076  2.33768  1.53503
H  -4.16949  1.75135  1.09263
H  -2.87753  1.05328  -0.63573
H  -2.84713  -0.30029  0.31777
F  5.38834  3.88936  -1.71064
C  4.15633  3.60837  -1.34916
C  3.14583  3.54815  -2.32347
C  1.87037  3.22538  -1.94802
C  1.53801  3.01643  -0.57680
C  0.18076  2.86140  -0.14541
C  2.59979  3.06586  0.37727
C  3.88223  3.35773  0.00701
H  3.39854  3.76718  -3.34878
H  1.08964  3.16222  -2.68837
H  -0.55432  3.17291  -0.88559
H  -0.00037  3.26519  0.85332
H  2.36740  2.90212  1.41873
H  4.68381  3.41469  0.72751
O  -0.05520  -0.63783  -3.00259
C  0.08406  -1.45176  -2.11942
N  0.24379  -1.11380  -0.81844
S  0.04039  -2.42097  0.21838
O  1.03077  -2.31189  1.24443
O  -1.32867  -2.32258  0.65231
C  0.21719  -3.63882  -1.08527
C  0.33150  -5.00751  -1.04520
C  0.27966  -5.68394  -2.26588
C  0.12572  -4.99964  -3.46090
C  0.02363  -3.61388  -3.49319
C  0.09894  -2.93997  -2.28000
H  0.44425  -5.54917  -0.12069
H  0.34142  -6.76272  -2.27203
H  0.07984  -5.54454  -4.39334
H  -0.10583  -3.07078  -4.41889

Force components x, y, z for each atom (eV/Å):
Ir -1.67 -0.62 0.97
N 0.02 0.39 -1.28
C -0.68 0.06 0.68
C -0.05 0.16 -0.03
C 0.24 -0.11 -0.12
C -0.17 0.42 0.74
N 2.16 -0.47 -0.48
H 0.08 0.08 -0.20
H -0.03 -0.17 -0.10
H 0.13 -0.04 0.03
H 0.06 0.12 -0.20
H 0.10 -0.06 0.02
H -0.04 -0.07 0.18
H -0.13 0.04 -0.01
H -0.08 0.05 0.01
H -0.03 -0.08 -0.04
H 0.20 0.00 -0.13
H 0.12 -0.16 -0.01
H 0.14 -0.08 -0.22
F -0.56 -0.07 0.15
C -0.29 -0.16 0.08
C 0.29 0.03 0.01
C -0.06 0.00 0.20
C -0.12 -0.26 0.21
C 1.15 0.14 -0.92
C -0.13 0.10 -0.15
C 0.19 0.00 -0.09
H 0.02 -0.04 -0.13
H -0.11 0.03 -0.17
H -0.18 -0.36 0.01
H -0.23 -0.64 0.32
H 0.03 0.04 0.17
H 0.07 0.01 0.04
O -0.04 0.10 0.11
C -0.46 -0.36 -1.98
N 0.21 1.86 1.91
S -0.44 -0.07 -0.31
O 0.39 -0.43 0.02
O -0.34 -0.35 0.05
C 0.10 0.78 0.29
C -0.07 -0.29 0.07
C 0.04 0.07 0.33
C -0.12 0.16 -0.30
C 0.16 0.07 0.47
C 0.02 0.30 -0.41
H -0.03 -0.05 0.13
H 0.06 -0.02 0.02
H -0.01 -0.09 0.02
H 0.08 0.04 0.02